[1]
A 8-piece molecular cluster, C24H67O27P3S5 overall at a distorted geometry, computed with ωB97M-V/def2-TZVPD.

Structure (XYZ):
```
126
Properties=species:S:1:pos:R:3:mulliken_charge:R:1
H -11.73 -15.12 -29.66 0.34
O -10.15 -8.06 -22.94 -0.48
C -13.09 -8.30 -28.83 0.03
O -10.50 -3.17 -19.55 -0.38
H -12.66 -7.91 -29.75 0.33
H -8.96 -13.55 -29.82 0.48
H -6.20 -1.97 -22.48 0.26
H -15.49 -7.12 -25.37 0.38
C -10.50 -16.81 -24.42 -0.73
C -10.58 -5.68 -17.46 -0.81
C -10.77 -12.89 -26.20 -0.85
C -13.11 -11.96 -22.38 -0.50
H -7.86 -12.56 -30.81 0.37
H -9.96 -12.88 -26.93 0.38
H -11.84 -13.07 -23.42 -0.14
H -7.11 -5.66 -19.10 0.34
C -11.41 -3.78 -20.47 -0.18
H -8.20 -12.18 -29.12 0.20
H -10.48 -17.87 -24.20 0.31
S -13.44 -8.31 -26.14 0.83
C -7.47 -6.02 -27.59 -0.20
O -8.48 -1.97 -23.79 -0.19
H -7.09 -1.82 -25.29 0.45
H -6.46 -0.28 -23.14 0.36
C -14.49 -8.77 -29.14 -1.21
H -12.91 -14.04 -28.99 0.29
O -9.50 -0.45 -25.58 -0.65
H -13.83 -12.39 -21.69 0.48
S -14.10 -9.66 -21.78 1.11
O -15.01 -9.45 -22.92 -0.56
O -11.23 -16.69 -25.61 -0.34
P -5.10 -4.98 -27.38 0.78
H -10.01 -11.76 -31.52 0.36
C -13.12 -8.12 -21.55 -0.55
O -6.11 -6.27 -27.68 -0.27
H -10.99 -16.26 -23.62 0.25
C -15.35 -8.02 -25.98 -1.15
O -11.17 -14.15 -25.77 -0.21
H -11.94 -13.69 -21.77 0.32
H -7.00 -3.21 -24.20 -0.06
H -7.92 -6.70 -28.31 0.07
C -9.79 -11.59 -30.47 -0.11
O -8.16 -8.10 -30.57 -0.50
H -7.48 -6.22 -20.64 0.14
H -11.26 -2.75 -23.51 0.04
H -10.62 -6.30 -25.63 0.31
O -5.67 -3.62 -28.09 -0.21
H -10.66 -11.80 -29.85 0.20
H -5.92 -5.32 -23.93 -0.02
O -13.17 -7.42 -27.57 -0.34
C -5.48 -3.31 -29.45 -0.75
H -9.29 -8.03 -33.03 0.44
H -11.57 -5.23 -17.59 0.30
C -7.25 -5.29 -20.12 -0.54
O -7.40 -10.15 -31.77 -0.63
H -6.36 -2.88 -29.92 0.28
H -10.12 -5.12 -16.65 0.34
S -9.27 -7.21 -23.76 0.72
H -7.66 -5.04 -28.04 0.37
H -11.19 -5.58 -24.13 0.51
H -11.99 -4.42 -19.81 0.19
H -5.31 -6.64 -25.14 0.33
C -11.86 -12.78 -22.37 -0.62
H -13.81 -7.32 -21.32 0.48
O -9.72 -2.96 -25.77 -0.53
C -8.62 -9.75 -26.76 -0.46
H -9.44 -16.58 -24.33 0.34
O -9.41 -15.50 -27.24 -0.64
O -12.79 -7.58 -25.08 -0.39
H -11.12 -13.80 -28.79 -0.18
H -14.71 -9.21 -30.12 0.44
H -12.70 -7.95 -22.54 -0.18
C -10.31 -5.99 -24.63 -0.62
H -11.69 -12.47 -26.60 0.51
C -11.95 -14.51 -28.79 -0.28
O -8.16 -6.48 -23.11 -0.38
C -9.75 -8.90 -32.58 -0.92
H -9.50 -5.27 -24.72 -0.07
S -8.51 -9.32 -31.28 1.02
H -9.71 -9.74 -33.28 0.35
O -9.51 -10.20 -30.28 -0.22
O -8.51 -3.41 -17.88 -0.75
H -11.00 -12.13 -22.21 0.30
H -13.62 -12.06 -23.34 0.35
S -9.66 -1.78 -24.92 1.12
O -5.44 -4.70 -25.84 -0.12
C -7.17 -2.13 -24.25 0.23
O -12.01 -15.33 -27.70 -0.36
O -9.77 -5.49 -18.64 -0.25
O -12.83 -10.58 -22.09 -0.18
O -3.67 -5.31 -27.69 -0.76
H -15.90 -8.86 -25.58 0.32
H -7.54 -9.68 -26.68 0.38
H -8.94 -9.99 -24.68 0.25
H -15.16 -7.91 -29.12 0.33
H -10.90 -1.18 -22.85 0.32
O -8.30 -4.33 -20.32 0.26
C -11.12 -1.71 -23.78 -0.77
C -9.29 -9.30 -25.44 -0.15
H -5.27 -4.22 -30.02 0.34
H -15.70 -7.70 -26.96 0.43
P -10.82 -15.46 -26.63 0.90
H -10.65 -12.21 -25.36 0.14
H -8.85 -9.09 -27.60 0.19
H -14.92 -9.43 -28.38 0.27
H -10.80 -6.71 -17.17 0.26
H -9.09 -10.72 -26.90 -0.38
H -6.45 -4.74 -20.62 0.22
O -14.65 -10.07 -20.47 -0.65
P -9.22 -3.97 -19.04 0.57
O -13.27 -9.70 -26.35 -0.47
C -8.64 -12.53 -30.05 -1.19
H -12.36 -8.24 -20.77 0.34
C -6.31 -1.34 -23.35 -1.41
H -5.25 -1.34 -23.59 0.41
H -11.91 -3.00 -21.05 0.24
H -10.38 -9.23 -25.43 0.26
C -5.30 -5.62 -24.77 -0.46
H -7.70 -6.11 -26.53 0.00
H -10.70 -8.80 -32.05 0.20
H -12.33 -9.01 -28.50 0.16
H -10.84 -4.45 -21.12 0.01
H -11.86 -1.03 -24.21 0.47
H -4.32 -5.47 -24.31 0.33
H -4.79 -2.47 -29.52 0.27
O -8.68 -8.06 -25.09 0.01
```

For the energy above the lowest of the compared OMol25 structures with the same formula, charge and spin, the calculation gives 128.78 kcal/mol. The energy comes out at -163298.68995 eV. Its SMILES is CCOS(C)(=O)=O.CCOS(C)(=O)=O.CCOS(C)(=O)=O.CCOS(C)(=O)=O.CCOS(C)(=O)=O.COP(=O)(OC)OC.COP(=O)(OC)OC.COP(=O)(OC)OC. For the gap between HOMO and LUMO, the calculation gives 10.163 eV. As for the multiplicity: 1. Its LUMO energy is -0.102 eV.

=====

[2]
A 8-piece molecular cluster, C24H68N4O8 overall at a distorted geometry, computed with ωB97M-V/def2-TZVPD.

Structure (XYZ):
```
104
Properties=species:S:1:pos:R:3:mulliken_charge:R:1
C -5.04 3.56 -3.37 0.73
H 3.38 -8.43 -1.27 0.26
C -3.53 2.13 -0.33 -0.67
H -3.12 1.61 5.07 0.43
H 5.31 -0.72 3.42 0.43
H -5.97 2.52 -4.86 0.25
H -1.56 -1.45 -0.46 0.32
H 5.91 5.18 -2.70 0.33
H 0.58 -2.63 -1.04 -0.08
C 0.32 3.51 0.36 -0.44
C 4.84 -0.46 2.46 -0.75
H 0.34 5.01 1.97 0.27
C 0.57 -1.54 -0.98 0.15
H 3.43 3.84 -3.15 0.40
N -5.60 2.31 3.89 -0.73
H 3.88 0.21 -0.94 -0.41
H 5.01 -1.22 1.71 -0.03
H 2.67 0.06 0.96 0.09
H -6.62 4.96 -2.95 0.34
H 3.47 -2.88 -2.57 0.24
C -4.51 1.48 3.37 1.15
H 4.60 1.52 -0.12 0.32
H -0.84 -4.19 -0.04 0.24
H 2.73 -1.24 2.64 0.18
C 2.82 -7.50 -1.17 -0.71
H -5.55 1.65 -3.58 0.27
H -3.82 2.05 2.76 -0.32
H -0.07 -6.03 1.53 0.26
C -3.69 0.87 4.51 -1.55
H 4.49 -2.17 -1.54 0.25
C 4.36 1.18 -1.13 -0.68
C 4.12 3.32 -2.47 -1.07
C 0.46 3.93 1.82 -0.41
O -0.48 3.21 2.61 -0.45
H -2.86 2.95 -0.05 0.36
O 4.54 4.21 -1.47 -0.29
H 4.98 -4.46 -1.79 0.28
H -6.17 1.71 4.47 0.30
H 2.61 2.49 -1.29 -0.62
C 3.34 -0.33 2.73 -0.21
H -5.43 -2.03 1.48 0.37
O -3.99 2.17 -1.66 -0.33
H 2.37 -7.50 -0.17 0.28
H -3.70 -1.96 0.80 -0.05
H -0.72 0.09 -0.36 0.28
H 2.22 0.65 -2.66 0.23
H 0.54 -1.04 -1.95 0.29
H 3.26 0.07 3.74 0.31
H -1.53 -6.39 0.64 0.31
H 2.40 1.91 -3.68 0.29
C -5.70 4.93 -3.54 -1.47
C 3.43 2.09 -1.90 1.79
H -4.28 4.19 -1.43 0.31
H 0.47 2.44 0.27 -0.14
C 5.07 5.38 -2.02 -0.81
C -4.58 -1.43 1.17 -0.58
H 2.05 -7.46 -1.95 0.30
C 3.12 -5.17 -1.08 -0.59
H 2.54 -1.69 -0.84 0.10
N 3.74 -2.85 -1.59 -0.65
C -4.77 3.32 -1.90 -0.88
H 2.38 -4.96 -1.86 0.43
H -2.26 -3.90 0.97 0.14
H 5.31 1.03 -1.65 0.39
H -4.13 3.53 -3.99 0.29
N -5.98 2.54 -3.85 -0.78
O -4.09 -0.52 2.14 -0.22
H 1.01 4.07 -0.29 0.28
H -5.22 3.03 4.49 0.30
O 2.74 0.57 1.78 -0.28
H 2.59 -5.12 -0.12 0.25
H -3.14 1.13 -0.17 0.15
H -4.94 -0.93 0.25 0.30
H -5.98 5.06 -4.59 0.36
H -5.94 -0.16 3.06 0.46
C -1.11 -5.71 1.40 -0.46
O 3.71 -6.42 -1.33 -0.38
H 5.24 0.51 2.18 0.23
H -5.10 5.81 -3.33 0.37
H 5.42 -4.85 0.59 0.44
H -5.72 3.28 -1.36 0.30
H -4.36 2.21 0.38 0.37
H 5.73 -3.18 0.31 0.42
H 5.53 5.95 -1.21 0.26
H 4.19 -3.75 1.07 0.28
H -1.35 3.38 2.25 0.22
C 4.93 -3.92 0.28 -1.66
H 4.34 6.04 -2.50 0.31
H -2.91 0.22 4.10 0.33
H -0.47 -1.02 0.87 0.32
C -0.61 -0.98 -0.21 -1.17
H -0.66 3.77 -0.04 0.37
C 4.23 -4.14 -1.05 0.46
H -4.19 0.22 5.23 0.31
C -1.24 -4.26 0.98 -0.56
H 1.45 3.63 2.18 0.30
H -5.64 0.82 1.67 0.39
C -5.13 0.36 2.53 -0.84
H -1.79 -6.85 2.83 0.30
H 4.95 3.03 -3.13 0.40
N 2.89 1.31 -3.03 -0.86
O -1.81 -5.91 2.64 -0.53
O 1.82 -1.19 -0.38 -0.09
H -0.58 -3.66 1.60 0.29
```

For the energy above the lowest of the compared OMol25 structures with the same formula, charge and spin, the calculation gives 33.72 kcal/mol. The energy comes out at -48327.66649 eV. Its SMILES is COC[C@H](C)N.COC[C@H](C)N.COC[C@H](C)N.COC[C@H](C)N.CCO.CCO.CCO.CCO. For the gap between HOMO and LUMO, the calculation gives 9.860 eV. As for the multiplicity: 1. Its LUMO energy is 0.584 eV.

=====

[3]
A 10-piece molecular cluster, C24H68O10 overall at a distorted geometry, computed with ωB97M-V/def2-TZVPD.

Structure (XYZ):
```
102
Properties=species:S:1:pos:R:3:mulliken_charge:R:1
O -1.87 0.37 -0.13 -0.44
H -5.27 1.15 1.58 0.21
H -2.53 1.02 -0.40 0.24
H 0.01 -3.89 -5.65 0.27
H 0.74 4.31 3.19 0.25
H -0.47 -4.94 2.24 0.35
H -0.65 -2.08 -7.23 0.29
C -5.90 -2.38 -3.33 -1.22
H 4.84 -1.84 -1.62 0.30
C 0.43 0.93 -0.58 -0.98
C -7.07 -4.06 -1.83 -1.18
H -0.92 -0.50 5.11 0.27
H -8.00 -4.60 -1.60 0.33
H 2.50 -0.03 7.09 0.34
C 0.91 -0.33 5.69 -0.06
H 6.51 -5.71 -2.52 0.36
H -6.14 -4.63 -1.78 0.33
H -0.81 -0.68 -1.51 0.19
H 7.07 -0.10 3.71 0.25
H -0.48 3.40 4.79 0.30
H 5.16 5.33 -1.77 0.33
H 3.76 4.85 -0.86 0.31
H -0.29 -2.84 -4.33 0.23
H -5.87 -1.80 -4.25 0.39
H -3.09 -3.66 0.49 0.38
C -0.23 4.72 3.47 -0.03
O 1.37 -2.36 -5.57 -0.51
H -3.35 -5.31 1.31 0.38
H -1.95 -2.31 -5.97 0.33
C -6.31 2.42 0.10 -0.19
H 5.56 0.29 4.53 0.27
O 3.87 7.00 -3.32 -0.54
H 0.80 0.53 0.37 0.29
H -2.63 -2.00 2.16 0.29
H 4.82 1.47 2.34 0.25
H -0.88 -1.00 -5.78 0.28
C -2.28 -3.83 2.46 0.46
O -7.72 -3.82 -4.15 -0.54
H 4.11 -5.08 -2.83 0.30
H -5.14 -3.16 -3.35 0.31
H 1.79 7.30 -1.66 0.31
H -2.39 -4.51 3.31 0.30
C -0.91 0.32 -1.08 -0.13
C 1.49 0.36 6.94 -1.17
C 5.44 -3.90 -1.94 0.56
H -5.65 -1.66 -2.54 0.27
H 5.25 -4.21 -0.91 0.18
H 6.34 1.01 1.56 0.27
H -6.92 -3.36 -1.02 0.32
H 1.94 -2.74 -4.90 0.28
C 3.24 5.95 -2.69 0.32
O 4.32 -4.14 -2.79 -0.51
O -0.64 4.34 4.73 -0.54
C -7.25 -3.07 -3.01 0.47
O -0.41 0.13 5.62 -0.51
H -1.31 0.92 -1.90 0.28
O -2.56 -2.57 2.93 -0.49
H -5.33 2.94 -1.49 0.28
H -0.94 6.76 3.36 0.30
H 7.51 -4.37 -1.83 0.34
C -0.01 6.19 3.31 -1.12
C 5.70 -2.42 -1.95 -1.33
C 5.87 1.23 2.52 -1.02
H -1.06 4.45 2.81 0.23
H -6.80 1.73 2.08 0.35
H 0.58 6.46 4.18 0.30
C -3.26 -4.23 1.40 -1.37
H 1.17 6.52 -3.06 0.33
H 3.83 7.74 -2.71 0.36
H 0.48 6.46 2.37 0.31
O 5.33 -0.94 3.02 -0.51
H 5.28 -1.60 3.72 0.29
H -5.43 2.90 1.98 0.27
O -5.10 2.63 -0.61 -0.50
H 1.57 1.44 6.86 0.28
H 6.94 -4.31 -3.48 0.33
C -0.91 -2.02 -6.17 -1.05
H 6.08 -2.09 -2.92 0.34
H 0.98 -1.40 5.90 0.31
H -0.79 -3.76 0.94 0.26
C 4.16 5.65 -1.48 -1.18
H 4.32 6.46 -0.77 0.32
C -5.91 2.03 1.53 -0.95
H -7.65 -3.24 -4.91 0.31
C 6.67 -4.63 -2.47 -1.28
H 6.32 2.11 2.96 0.35
H -4.26 -4.01 1.77 0.35
H -7.01 3.25 0.09 0.31
H 1.03 0.15 7.90 0.33
C 0.05 -2.84 -5.36 -0.12
H 1.38 5.56 -1.60 0.26
C 6.02 0.13 3.56 -0.16
H 3.22 5.12 -3.39 0.29
H 0.40 1.99 -0.34 0.22
H -6.70 1.54 -0.41 0.23
H -0.19 -3.19 2.45 0.29
H 6.46 -2.13 -1.22 0.39
C -0.84 -3.94 2.01 -1.20
H -7.94 -2.27 -2.75 0.20
H 1.22 0.65 -1.28 0.33
H 1.36 -0.04 4.74 0.22
C 1.82 6.35 -2.20 -1.12
```

For the energy above the lowest of the compared OMol25 structures with the same formula, charge and spin, the calculation gives 117.91 kcal/mol. The energy comes out at -46461.64329 eV. Its SMILES is CC(C)O.CC(C)O.CC(C)O.CC(C)O.CCO.CCO.CCO.CCO.CCO.CCO. For the gap between HOMO and LUMO, the calculation gives 10.186 eV. As for the multiplicity: 1. Its LUMO energy is 0.204 eV.

=====

- Which value of multiplicity does entry 2 give?
  1